165
Properties=species:S:1:pos:R:3:forces:R:3:lowdin_charge:R:1 method="wB97M-V/def2-TZVPD" largest_force_ev_per_a=1.77 spin_multiplicity=1 e_homo_ha=-0.3650 e_lumo_ev=-0.369
C -4.083 -1.800 21.568 0.569 -0.067 0.389 -1.5886
Br -2.666 -0.506 21.224 -0.371 -0.303 0.008 0.5602
Br -5.779 -0.944 21.818 0.112 -0.132 0.050 0.5832
Br -3.559 -2.956 23.060 -0.577 0.415 -0.383 0.5691
H -4.150 -2.459 20.716 -0.031 0.066 -0.164 -0.0897
C 2.258 -12.523 26.062 -0.241 0.948 0.075 -1.5129
Br 1.284 -12.193 27.729 0.408 -0.502 -0.437 0.6084
Br 2.896 -10.765 25.434 -0.215 -0.570 -0.231 0.5806
Br 1.197 -13.541 24.809 0.343 0.456 0.179 0.6275
H 3.192 -13.035 26.221 -0.155 -0.389 0.384 -0.0347
C -0.619 -5.104 23.729 0.009 0.518 0.246 -1.5452
Br -0.145 -3.206 23.587 0.330 -0.727 0.231 0.5356
Br -1.626 -5.460 25.370 0.311 0.278 -0.541 0.6124
Br 0.906 -6.284 23.584 -0.182 0.487 0.122 0.6514
H -1.269 -5.276 22.883 -0.109 -0.376 0.048 -0.0533
C -7.387 -9.424 16.325 0.196 -0.531 0.344 -1.5534
Br -6.717 -8.663 14.684 -0.246 -0.095 0.433 0.5887
Br -6.436 -8.751 17.892 -0.130 -0.050 -0.431 0.6145
Br -7.328 -11.376 16.283 -0.192 0.529 -0.077 0.5456
H -8.426 -9.198 16.507 -0.059 0.426 -0.299 -0.0407
C -0.403 -8.073 17.532 0.171 -0.113 0.000 -1.5999
Br -1.995 -9.019 16.986 0.291 0.088 -0.008 0.6129
Br -0.396 -6.273 16.838 0.105 -0.209 0.011 0.5834
Br 1.210 -9.073 17.124 -0.233 0.225 -0.160 0.5935
H -0.384 -7.997 18.608 -0.290 0.012 0.073 -0.0641
C -13.515 -6.285 28.613 0.191 0.215 -0.307 -0.0764
C -12.369 -7.237 28.896 0.174 0.392 0.110 -0.2397
O -11.956 -7.973 27.711 -0.033 0.281 0.455 -0.1869
P -10.903 -7.289 26.731 -0.002 -0.506 -1.110 0.3681
O -9.937 -6.354 27.291 -0.116 0.151 0.593 -0.2083
O -11.728 -6.630 25.552 -0.140 -0.138 0.092 -0.1647
C -12.585 -7.371 24.673 -0.985 0.250 -0.365 -0.2498
C -13.917 -7.810 25.289 1.050 -0.596 0.342 -0.0648
O -10.286 -8.564 25.999 -0.511 0.138 0.633 -0.1872
C -9.397 -9.412 26.750 0.648 -0.649 -0.770 -0.2520
C -7.985 -8.881 26.604 0.163 0.280 -0.251 -0.0734
H -13.699 -5.626 29.462 0.008 -0.223 0.164 0.0812
H -13.254 -5.618 27.787 -0.061 -0.108 -0.068 0.0765
H -14.429 -6.824 28.372 -0.026 0.031 -0.027 0.0747
H -11.490 -6.690 29.244 -0.134 -0.033 0.122 0.1086
H -12.671 -7.956 29.655 0.188 -0.230 -0.190 0.1180
H -12.867 -6.682 23.874 0.526 0.112 -0.046 0.1062
H -12.048 -8.214 24.243 0.076 0.010 0.052 0.0985
H -13.736 -8.683 25.919 -0.232 0.058 0.120 0.0728
H -14.324 -7.017 25.908 -0.237 0.089 -0.135 0.0664
H -14.591 -8.112 24.491 -0.136 0.177 -0.005 0.0792
H -9.659 -9.572 27.799 -0.346 0.599 -0.005 0.1181
H -9.510 -10.397 26.291 0.100 0.042 -0.065 0.1179
H -7.621 -8.856 25.574 -0.336 -0.428 -0.113 0.0630
H -7.982 -7.827 26.882 0.176 -0.144 0.539 0.0657
H -7.280 -9.485 27.176 -0.007 0.210 0.182 0.0819
C -6.364 -6.810 23.627 0.254 -0.284 -1.364 -0.0544
C -4.947 -6.443 23.250 0.544 1.029 1.278 -0.2711
O -4.013 -7.382 23.835 -0.079 -0.597 0.121 -0.2084
P -3.146 -8.335 22.916 -0.114 0.582 -0.300 0.3639
O -2.240 -7.552 22.058 0.141 0.002 -0.234 -0.2388
O -2.468 -9.376 23.868 -0.362 -0.101 0.062 -0.1695
C -1.529 -9.035 24.926 -0.037 -0.021 -1.020 -0.2476
C -0.784 -10.304 25.281 -0.610 -0.104 0.702 -0.0923
O -4.190 -9.245 22.146 0.101 0.257 0.070 -0.1568
C -4.425 -8.999 20.741 0.016 -0.387 -0.417 -0.2770
C -3.646 -10.009 19.936 -0.337 -0.125 -0.720 -0.1145
H -6.997 -6.017 23.221 -0.209 -0.032 0.377 0.0742
H -6.640 -7.734 23.112 -0.079 -0.035 0.131 0.0653
H -6.487 -6.956 24.694 0.011 0.256 0.115 0.0730
H -4.739 -6.207 22.203 -0.209 -0.727 -0.189 0.0787
H -4.686 -5.497 23.735 -0.126 -0.105 0.089 0.0559
H -0.847 -8.284 24.523 -0.061 0.089 0.203 0.0394
H -2.122 -8.602 25.732 0.190 -0.156 0.140 0.1078
H -0.647 -10.288 26.364 0.365 -0.217 -0.060 0.0390
H -1.391 -11.182 25.056 -0.151 0.098 0.037 0.0826
H 0.168 -10.451 24.782 0.061 0.317 -0.084 0.0110
H -5.495 -9.131 20.568 0.008 0.027 0.262 0.0800
H -4.148 -7.982 20.476 0.037 0.137 0.064 0.0786
H -3.911 -11.008 20.286 0.584 0.016 0.385 0.0481
H -3.947 -10.039 18.884 -0.264 0.390 0.094 -0.0106
H -2.586 -9.766 19.891 0.098 -0.396 0.501 0.0535
C 0.417 -8.967 21.024 -0.348 -0.586 0.610 -0.0805
C 0.558 -10.446 21.320 0.650 -0.232 -0.651 -0.2124
O 0.162 -11.175 20.111 -0.439 0.255 0.381 -0.1987
P -0.086 -12.735 20.204 0.100 0.508 -0.130 0.3674
O 1.078 -13.550 20.550 0.156 -0.191 -0.178 -0.2155
O -1.280 -12.871 21.235 -0.075 0.038 -0.183 -0.1610
C -1.378 -14.017 22.066 -0.291 -1.239 1.228 -0.2977
C -2.227 -15.132 21.486 -0.150 0.325 -0.281 -0.0715
O -0.781 -12.971 18.795 0.584 -0.240 0.821 -0.2370
C 0.029 -12.831 17.619 0.043 -0.005 -1.303 -0.2783
C 0.273 -14.175 16.944 -0.349 0.630 0.301 -0.0658
H 0.491 -8.353 21.923 0.133 -0.299 0.021 -0.0033
H 1.189 -8.637 20.332 -0.349 0.065 -0.360 0.0722
H -0.632 -8.863 20.737 0.258 0.542 -0.554 0.0513
H 1.600 -10.752 21.456 -0.177 0.118 0.609 0.1242
H -0.104 -10.753 22.134 0.208 -0.033 0.057 0.1085
H -0.419 -14.442 22.376 0.337 0.409 -0.581 0.0796
H -1.826 -13.731 23.021 -0.179 0.556 -0.260 0.1139
H -2.436 -15.861 22.269 0.077 -0.055 -0.036 0.0822
H -3.176 -14.724 21.144 -0.145 -0.023 -0.013 0.0455
H -1.760 -15.631 20.638 0.125 0.006 0.033 0.0705
H -0.577 -12.182 16.985 0.185 0.031 -0.202 0.1026
H 0.992 -12.336 17.758 -0.190 0.134 0.662 0.1026
H -0.701 -14.556 16.652 0.143 -0.490 0.028 0.0325
H 0.871 -14.032 16.045 0.063 0.047 0.007 0.0805
H 0.808 -14.824 17.636 -0.140 -0.227 -0.081 0.0832
C 1.253 -8.337 27.811 0.447 -0.128 0.063 -0.0910
C 0.054 -7.940 28.645 -0.174 -0.300 -0.938 -0.2615
O 0.452 -7.404 29.908 0.017 -0.418 0.042 -0.1428
P 0.385 -8.253 31.230 -0.136 -0.009 0.026 0.3598
O 0.860 -7.530 32.401 -0.018 0.123 0.377 -0.2121
O 1.168 -9.602 30.912 -0.079 0.055 0.037 -0.1913
C 1.177 -10.627 31.941 0.208 -0.328 -0.417 -0.2493
C 2.320 -11.565 31.581 0.045 0.440 0.631 -0.0681
O -1.133 -8.730 31.285 0.087 -0.064 -0.022 -0.1832
C -1.855 -8.768 32.516 -0.935 0.343 0.190 -0.2743
C -2.832 -7.608 32.620 0.290 0.731 -0.128 -0.0732
H 2.041 -7.585 27.871 -0.221 0.248 -0.201 0.0906
H 1.736 -9.261 28.130 -0.285 -0.069 0.196 0.0249
H 0.943 -8.481 26.774 0.078 0.131 -0.031 0.0469
H -0.517 -7.180 28.107 0.174 0.290 0.298 0.1028
H -0.643 -8.782 28.728 0.158 -0.006 0.448 0.1144
H 1.313 -10.185 32.931 0.084 0.148 -0.128 0.1180
H 0.216 -11.153 31.938 0.021 0.128 -0.137 0.1184
H 3.261 -11.031 31.713 0.022 0.015 -0.176 0.0831
H 2.356 -12.413 32.269 -0.172 -0.083 -0.185 0.0808
H 2.238 -11.886 30.548 -0.024 -0.174 -0.009 0.0237
H -2.452 -9.680 32.526 0.340 -0.241 -0.130 0.1150
H -1.185 -8.750 33.373 0.148 -0.130 -0.071 0.1114
H -3.634 -7.864 33.311 0.004 0.115 0.052 0.0747
H -2.335 -6.690 32.947 0.043 -0.185 0.275 0.0791
H -3.264 -7.312 31.662 -0.104 -0.536 -0.092 0.0789
C -9.438 -8.310 22.075 -0.205 -0.968 -0.450 -0.0526
C -9.790 -8.333 20.594 0.294 1.126 0.823 -0.2178
O -10.406 -7.030 20.361 -0.268 -0.120 -0.325 -0.2029
P -11.050 -6.769 18.939 -0.072 -0.224 0.443 0.3516
O -10.268 -7.242 17.802 0.124 0.044 -0.392 -0.2207
O -11.325 -5.218 18.936 -0.113 0.291 -0.120 -0.1651
C -11.651 -4.421 20.084 -0.162 0.335 0.879 -0.2366
C -12.785 -4.959 20.943 0.131 -0.675 -0.009 -0.0726
O -12.469 -7.484 19.096 0.028 0.497 -0.004 -0.1807
C -13.542 -7.134 18.204 -0.517 0.202 0.223 -0.2810
C -13.658 -8.098 17.060 -0.159 -0.550 -0.708 -0.0773
H -8.749 -9.134 22.280 0.111 0.138 0.081 0.0825
H -8.975 -7.360 22.313 0.026 0.040 0.170 0.0668
H -10.321 -8.497 22.683 -0.018 0.304 0.109 0.0626
H -8.871 -8.340 20.012 -0.150 -0.386 -0.309 0.0868
H -10.503 -9.111 20.327 0.202 -0.140 -0.109 0.1240
H -10.752 -4.299 20.695 0.024 -0.199 -0.075 0.1163
H -11.924 -3.414 19.768 0.113 -0.188 -0.627 0.1190
H -13.668 -5.217 20.359 -0.031 0.227 -0.120 0.0715
H -12.475 -5.879 21.441 0.006 0.030 0.067 0.0582
H -13.069 -4.241 21.711 0.086 0.127 -0.078 0.0841
H -14.447 -7.054 18.815 0.066 -0.578 0.056 0.1160
H -13.459 -6.109 17.826 0.563 -0.121 -0.060 0.1174
H -12.807 -8.010 16.381 -0.094 0.292 -0.059 0.0779
H -13.691 -9.166 17.289 -0.012 0.186 0.689 0.0808
H -14.592 -7.912 16.523 0.178 0.224 -0.142 0.0804
C -3.720 -13.132 18.247 -0.784 0.040 0.277 -1.5049
Cl -4.168 -12.258 16.780 0.355 -0.178 0.079 0.5082
Cl -3.144 -14.751 17.898 0.073 0.140 -0.087 0.6110
Cl -5.118 -13.266 19.351 -0.168 0.032 -0.134 0.5393
H -3.018 -12.523 18.792 0.536 -0.255 -0.128 -0.0225
C -5.762 -4.668 18.795 -0.140 -0.377 0.636 -1.5189
Cl -5.708 -3.084 18.078 -0.102 0.422 0.044 0.5774
Cl -6.964 -4.822 20.113 0.062 0.217 -0.346 0.5170
Cl -4.182 -5.110 19.463 0.043 -0.088 -0.227 0.5517
H -6.062 -5.359 18.023 0.143 -0.281 -0.033 -0.0055